{
  "formula": "C3H12O4",
  "method": "ωB97M-V with the def2-TZVPD basis set",
  "symbols": ["C", "O", "C", "C", "O", "H", "H", "H", "H", "H", "H", "H", "H", "H", "H", "O", "H", "H", "O"],
  "xyz": [[-0.172983, 2.466752, -0.128495], [-0.306260, 3.700833, -0.849647], [-0.516418, 1.171850, -0.828510], [-0.017663, -0.049849, -0.002659], [-0.493719, -1.235753, -0.661184], [0.792871, 2.541898, 0.379080], [-0.915878, 2.556700, 0.674180], [0.138013, 3.653877, -1.699657], [-1.597616, 1.086375, -0.897821], [-0.018625, 1.140859, -1.799850], [1.068687, -0.099328, 0.107380], [-0.521692, 0.075298, 0.955122], [-0.111727, -1.125893, -1.544198], [3.002206, -2.188071, 1.897110], [3.916060, -2.952835, 2.796602], [3.364502, -3.069069, 2.029672], [-2.413889, -1.896315, 0.221659], [-2.249452, -3.171403, -0.480604], [-2.946416, -2.605926, -0.168178]],
  "forces_ev_per_a": [[-0.3891, 1.0175, 1.0507], [-0.5346, -0.1603, -0.2965], [1.4151, -0.1701, 0.3390], [-1.1611, 0.6835, -0.8101], [0.3846, 0.6294, 0.4413], [0.1869, -0.8032, -0.2338], [0.1654, 0.1791, 0.0409], [0.1488, -0.2751, 0.0110], [0.0062, -0.0273, -0.4503], [-0.2991, -0.0467, -0.2592], [-0.0208, 0.2405, 0.1521], [0.2848, -0.6138, 0.2915], [-0.0897, -0.5481, -0.1456], [-0.3104, 0.3398, -0.3296], [0.4461, -0.0119, 0.5516], [-0.1253, -0.3482, -0.2692], [-0.1570, 0.0000, -0.2684], [0.4595, -0.4924, -0.3724], [-0.4102, 0.4072, 0.5570]],
  "mulliken_spin": [0.30, -0.26, 0.48, 1.30, -1.25, -0.17, -0.03, 0.08, 0.26, -0.38, -0.11, 0.16, 0.31, -0.14, -0.24, 0.58, 0.03, -0.02, 0.08],
  "e_lumo_ev": [3.39, 3.46],
  "max_force_ev_per_a": 1.57,
  "e_above_lowest_kcal_mol": 35.7,
  "e_homo_ha": [0.0309, -0.2597],
  "total_charge": -1,
  "multiplicity": 2
}